DFT (ωB97M-V with the def2-TZVPD basis set) results for a cluster of 12 separate species, C44H72O20 in total.

Properties
Max |F| ... 0.0798 hartree/bohr
HOMO energy ... -9.49 eV
Orbital gap ... 0.3470 hartree

```
! wB97M-V def2-TZVPD RIJCOSX def2/J DEFGRID3
* xyz 0 1
O 2.4548 2.2552 2.0709
C 2.8909 3.0569 1.2696
C 3.7349 2.7166 0.0759
C 3.5714 3.9716 -0.7089
C 3.2395 5.0927 0.2840
O 2.6601 4.4202 1.3920
H 4.7354 2.4213 0.3923
H 3.1993 1.9178 -0.4370
H 4.5385 4.1640 -1.1735
H 2.8298 3.9507 -1.5075
H 4.1477 5.5985 0.6120
H 2.5832 5.7269 -0.3119
O 1.4211 3.9532 -6.8599
C 1.2847 3.5204 -5.7384
C 2.1721 3.8057 -4.5438
C 1.9704 2.4784 -3.7782
C 0.5030 2.0366 -4.0999
O 0.4137 2.5405 -5.4571
H 3.1855 4.0566 -4.8571
H 1.6065 4.5809 -4.0269
H 2.6739 1.7348 -4.1526
H 2.0505 2.4916 -2.6912
H 0.4398 0.9566 -4.2327
H -0.3274 2.4132 -3.5025
O -1.1717 8.3875 2.0957
C -1.0137 7.2067 1.8930
C -1.3074 6.0393 2.7752
C -1.4883 4.9432 1.7782
C -0.5381 5.2643 0.6799
O -0.4216 6.6789 0.7896
H -0.4871 5.8668 3.4719
H -2.2260 6.1662 3.3481
H -1.3316 3.9576 2.2165
H -2.5372 4.9201 1.4827
H 0.3892 4.6999 0.7783
H -0.8896 4.9701 -0.3091
O -4.1988 -0.5816 7.2364
C -3.2901 -0.8512 6.4253
C -2.0219 -0.0674 6.1005
C -1.6610 -0.6279 4.7122
C -2.2442 -1.9990 4.7103
O -3.3926 -1.8649 5.5715
H -2.1874 0.9991 6.2532
H -1.2746 -0.2616 6.8699
H -2.1188 -0.0501 3.9093
H -0.6032 -0.5888 4.4523
H -2.5156 -2.3690 3.7216
H -1.5024 -2.6562 5.1641
O -2.7673 -1.7544 -1.2223
C -2.7880 -2.8014 -0.6018
C -3.2242 -3.0559 0.8355
C -3.0191 -4.5770 1.0151
C -2.2190 -5.0556 -0.2162
O -2.3466 -3.9772 -1.1228
H -2.5487 -2.3916 1.3745
H -4.2551 -2.7944 1.0742
H -2.5079 -4.8286 1.9444
H -3.9742 -5.1022 1.0066
H -1.1792 -5.2551 0.0431
H -2.7544 -5.9369 -0.5694
O 2.5168 -6.2269 -3.4783
C 1.5391 -5.4903 -3.5470
C 0.2351 -5.7012 -4.3172
C -0.2276 -4.1989 -4.4579
C 0.3548 -3.6575 -3.1925
O 1.5979 -4.3276 -2.9727
H 0.5026 -6.1503 -5.2737
H -0.4769 -6.3694 -3.8328
H 0.1945 -3.7020 -5.3314
H -1.3152 -4.1541 -4.5148
H 0.6762 -2.6160 -3.1950
H -0.3160 -3.8972 -2.3674
O -0.3386 -3.0538 2.8679
C 0.5555 -3.6758 2.2413
C 1.1910 -5.0422 2.5375
C 2.3421 -4.9903 1.5577
C 1.9232 -4.0600 0.4324
O 1.1013 -3.1774 1.1288
H 1.4517 -5.2096 3.5826
H 0.4702 -5.8266 2.3068
H 3.3141 -4.7523 1.9899
H 2.5884 -5.9538 1.1115
H 2.8233 -3.6376 -0.0142
H 1.3593 -4.5603 -0.3549
O 4.1811 -1.7580 -1.1939
C 4.1421 -1.6004 -2.3837
C 5.0778 -2.3411 -3.4138
C 4.1969 -2.1565 -4.6868
C 3.5191 -0.7968 -4.4083
O 3.2675 -0.7948 -3.0325
H 6.0803 -1.9322 -3.5402
H 5.1412 -3.3946 -3.1414
H 4.7432 -2.2278 -5.6273
H 3.4321 -2.9313 -4.6345
H 4.2578 -0.0584 -4.7201
H 2.6200 -0.6481 -5.0063
C -3.1656 2.3916 -2.0516
C -4.4715 3.2056 -2.2884
C -4.7381 3.7052 -3.7101
O -5.3056 3.4595 -1.4258
H -2.4703 2.9977 -1.4708
H -2.6236 2.2231 -2.9822
H -3.4441 1.4583 -1.5622
H -5.6294 4.3191 -3.8402
H -4.8482 2.7622 -4.2455
H -3.8629 4.2249 -4.1000
C -4.5919 3.0154 2.1875
C -4.8622 2.0049 3.2709
C -5.6032 0.7158 2.8480
O -4.4949 2.1497 4.4249
H -5.4886 3.1016 1.5740
H -3.8905 2.5966 1.4659
H -4.2877 4.0222 2.4740
H -6.6550 0.9712 2.7193
H -5.5459 -0.0910 3.5787
H -5.1235 0.3932 1.9239
C -1.0366 0.8812 0.9015
C -0.0345 0.9771 -0.2575
C 0.6965 -0.2441 -0.5672
O 0.1753 2.0389 -0.8304
H -0.5392 0.7141 1.8569
H -1.8356 0.1547 0.7534
H -1.5441 1.8175 1.1338
H 1.6023 -0.0643 -1.1463
H -0.0001 -0.9179 -1.0660
H 0.9834 -0.7214 0.3699
C 2.9739 -1.7248 4.7541
C 3.9338 -1.1792 3.7057
C 3.4221 -1.1063 2.2258
O 5.0535 -0.7928 4.0499
H 2.1009 -1.0770 4.6752
H 3.4504 -1.6518 5.7317
H 2.8567 -2.7965 4.5935
H 3.8983 -0.4205 1.5251
H 2.3574 -0.8728 2.2296
H 3.5045 -2.0829 1.7488
*
```

Atom charges from the Mulliken analysis, given in e for atoms 1 to 99: -0.527, 0.364, 0.856, -0.002, -0.621, -0.413, 0.455, -0.737, 0.487, -0.481, 0.395, 0.315, -0.604, 0.323, -0.416, 1.152, -0.024, -0.423, 0.429, 0.328, -0.168, -0.699, 0.058, -0.031, -0.595, 0.428, -0.702, 0.117, 0.653, -0.389, 0.331, 0.342, 0.265, -0.002, -0.479, -0.046, -0.654, 0.501, -0.593, 0.606, 0.059, -0.347, 0.298, 0.331, -0.248, -0.053, -0.069, 0.144, -0.581, 0.312, 0.461, -0.704, 0.073, -0.359, -0.508, 0.498, 0.288, 0.403, -0.157, 0.371, -0.671, 0.588, -0.644, -0.484, 0.636, -0.333, 0.327, 0.280, 0.318, 0.362, -0.045, -0.342, -0.424, -0.196, -0.544, -0.877, 0.334, 0.338, 0.399, 0.332, 0.328, 0.484, -0.134, 0.011, -0.522, 0.220, -0.726, -0.237, -0.730, 0.268, 0.332, 0.312, 0.449, -0.166, 0.408, 0.412, 0.105, 0.510, -1.151


DFT (ωB97M-V with the def2-TZVPD basis set) results for a cluster of 6 separate species, C34H75F3O17 in total.

Properties
Max |F| ... 0.0914 hartree/bohr
ΔE to the lowest compared entry with this formula, charge and spin ... 78.50 kcal per mole
HOMO energy ... -9.33 eV
Orbital gap ... 0.3656 hartree

```
! wB97M-V def2-TZVPD RIJCOSX def2/J DEFGRID3
* xyz 0 1
C 3.6327 -7.5099 10.2568
C 2.4649 -6.5723 10.1256
O 2.3661 -5.5924 11.1684
C 1.6298 -4.4821 11.0024
O 1.0419 -4.2963 9.9474
C 1.6970 -3.3635 12.1070
F 2.0992 -3.8572 13.2622
F 2.5547 -2.4557 11.6766
F 0.4504 -2.8617 12.1373
H 3.7297 -7.9824 11.2343
H 4.6295 -7.0859 10.1348
H 3.5308 -8.2697 9.4820
H 1.5703 -7.1919 10.0627
H 2.7078 -6.1924 9.1333
C -3.6676 0.3912 0.5033
O -2.8863 -0.6246 1.1197
C -3.1661 -0.7863 2.5225
C -2.3289 -1.9545 3.0313
O -2.5191 -3.1868 2.4984
C -3.8513 -3.7329 2.3564
C -3.9736 -4.9649 1.4672
O -3.3641 -6.1156 2.1344
C -3.5993 -7.4332 1.6226
H -3.4883 0.1840 -0.5517
H -3.2949 1.3898 0.7312
H -4.7297 0.2384 0.6950
H -4.2496 -0.8087 2.6396
H -2.9730 0.1045 3.1202
H -2.4030 -2.0911 4.1101
H -1.3077 -1.8524 2.6643
H -4.4347 -2.9196 1.9247
H -4.2181 -3.9427 3.3612
H -3.5693 -4.7399 0.4803
H -4.9750 -5.2982 1.1947
H -3.6205 -7.4732 0.5335
H -4.6074 -7.8025 1.8108
H -2.9312 -8.2024 2.0100
C 5.2366 -10.1756 1.2670
O 5.4132 -11.0816 0.2077
C 6.6249 -11.7899 0.3355
C 6.7856 -12.6144 -0.9937
O 7.8455 -13.5840 -0.8543
C 7.7714 -14.7523 -1.7200
C 8.5435 -15.8313 -0.9703
O 8.4924 -17.0878 -1.6964
C 9.6137 -17.3544 -2.4732
H 4.3028 -9.6352 1.1116
H 6.0082 -9.4164 1.1395
H 5.0880 -10.6085 2.2563
H 6.6125 -12.4574 1.1971
H 7.4187 -11.0557 0.4727
H 7.0663 -11.9236 -1.7887
H 5.8674 -13.1351 -1.2658
H 8.2596 -14.5855 -2.6802
H 6.7380 -15.0575 -1.8840
H 8.0002 -16.1075 -0.0666
H 9.5184 -15.4791 -0.6333
H 10.4518 -16.6575 -2.4717
H 9.2425 -17.4623 -3.4924
H 9.9936 -18.3105 -2.1130
C 7.5741 2.6916 5.8201
O 6.4258 2.4193 6.5940
C 6.0291 1.0532 6.4868
C 5.0558 0.5802 7.6147
O 3.7795 1.1380 7.5311
C 3.6066 2.4986 7.8616
C 2.1224 2.7829 7.9903
O 1.9276 4.1529 8.6193
C 0.6518 4.5282 9.1593
H 8.3988 2.0731 6.1741
H 7.9449 3.6447 6.1971
H 7.3588 2.6883 4.7516
H 6.8998 0.4049 6.5854
H 5.5184 0.7618 5.5690
H 5.5176 0.8737 8.5574
H 4.9254 -0.5019 7.6263
H 4.0632 3.2134 7.1769
H 3.9910 2.7347 8.8539
H 1.7630 2.0239 8.6852
H 1.4462 2.7320 7.1369
H 0.7640 5.5915 9.3713
H 0.5742 3.9694 10.0919
H -0.2083 4.3821 8.5058
C 18.4063 -3.5894 7.4469
O 18.6573 -4.1521 8.7901
C 17.8312 -5.2133 9.2854
C 17.8342 -6.4403 8.4047
O 17.0162 -7.4792 9.0344
C 16.3876 -8.3325 8.0509
C 15.2054 -9.1359 8.6311
O 14.0784 -8.3971 8.9624
C 14.0732 -7.3415 9.8733
H 17.3505 -3.5200 7.1851
H 18.8554 -4.2640 6.7180
H 18.8645 -2.6024 7.3851
H 16.7872 -4.9168 9.3867
H 18.1213 -5.3989 10.3196
H 18.8869 -6.7216 8.4322
H 17.6182 -6.2314 7.3569
H 17.2117 -8.9871 7.7671
H 16.2206 -7.9419 7.0471
H 15.3972 -9.6240 9.5866
H 14.8808 -9.8938 7.9181
H 14.5931 -6.4030 9.6808
H 14.1197 -7.6642 10.9134
H 13.0707 -6.9174 9.8168
C -4.1777 -7.7026 13.9302
O -4.7728 -7.5941 12.6498
C -6.1231 -7.2500 12.4548
C -6.4452 -5.7301 12.6102
O -6.6953 -5.3889 13.9724
C -7.1757 -4.0436 14.1079
C -8.7014 -3.8981 14.4765
O -9.5311 -4.7519 13.6708
C -9.7415 -6.0781 14.1217
H -3.1121 -7.8537 13.7574
H -4.5096 -8.4968 14.5989
H -4.2334 -6.7208 14.4003
H -6.7963 -7.8598 13.0573
H -6.3272 -7.6031 11.4440
H -7.3981 -5.4959 12.1357
H -5.6120 -5.1992 12.1497
H -6.9336 -3.3419 13.3097
H -6.6637 -3.5950 14.9592
H -9.0683 -2.8924 14.2712
H -8.8719 -4.0889 15.5360
H -8.9107 -6.7798 14.1953
H -10.4881 -6.5032 13.4510
H -10.2587 -5.9681 15.0749
*
```

Atom charges from the Mulliken analysis, given in e for atoms 1 to 99: -1.261, -0.070, -0.260, 0.373, -0.538, 0.870, -0.222, -0.226, -0.225, 0.341, 0.332, 0.361, 0.266, 0.259, -0.729, -0.305, -0.503, -0.570, -0.278, -0.276, -0.652, -0.309, -0.803, 0.243, 0.274, 0.323, 0.379, 0.429, 0.340, 0.264, 0.271, 0.257, 0.336, 0.406, 0.325, 0.313, 0.264, -0.751, -0.312, -0.362, -0.427, -0.288, -0.248, -0.469, -0.374, -0.734, 0.264, 0.333, 0.283, 0.305, 0.289, 0.196, 0.321, 0.203, 0.315, 0.229, 0.359, 0.350, 0.256, 0.261, -0.780, -0.263, -0.460, -0.668, -0.342, -0.223, -0.483, -0.337, -0.677, 0.331, 0.273, 0.279, 0.439, 0.315, 0.379, 0.329, 0.280, 0.195, 0.279, 0.348, 0.229, 0.287, 0.269, -0.699, -0.395, -0.403, -0.390, -0.283, -0.546, -0.475, -0.366, -0.522, 0.320, 0.270, 0.243, 0.287, 0.284, 0.232, 0.330


DFT (ωB97M-V with the def2-TZVPD basis set) results for the molecule C7H13NO.

Properties
Max |F| ... 0.0323 hartree/bohr
ΔE to the lowest compared entry with this formula, charge and spin ... 104.03 kcal per mole
HOMO energy (alpha / beta) ... -8.09 / -8.56 eV
Orbital gap (alpha / beta) ... 0.2496 / 0.3166 hartree

```
! wB97M-V def2-TZVPD RIJCOSX def2/J DEFGRID3
* xyz 0 1
C -0.8705 -0.5528 -0.9045
C -0.5073 0.9607 -0.7156
C 0.5077 -1.0892 -0.3952
C -2.0395 -1.0105 -0.2381
C -0.8654 1.7010 0.5633
C 0.7001 -1.4943 1.0583
C 1.1221 0.4446 -0.8259
N 1.9586 1.0811 0.1332
O 1.5308 0.4547 -2.0250
H -0.9205 -0.7423 -1.9747
H -0.7642 1.5660 -1.5872
H 0.9280 -1.8532 -1.0528
H 2.9148 1.1760 -0.1779
H 1.8619 0.8320 1.1050
H -2.1386 -0.9059 0.8357
H -2.8733 -1.4651 -0.7589
H -1.9080 2.0232 0.5657
H -0.2428 2.5929 0.6338
H -0.6964 1.1070 1.4625
H 1.7689 -1.5538 1.2729
H 0.2809 -2.4807 1.2623
H 0.2525 -0.7915 1.7630
*
```

In elementary charge units, the natural (NBO) charges are: -0.347, -0.139, -0.152, -0.263, -0.644, -0.647, 0.455, -0.872, -0.491, 0.236, 0.219, 0.220, 0.389, 0.372, 0.166, 0.184, 0.226, 0.236, 0.198, 0.223, 0.231, 0.201